Formula: C4H16NO6
Source: the OMol25 dataset
Level of theory: ωB97M-V/def2-TZVPD

Geometry as XYZ:
```
27
Properties=species:S:1:pos:R:3:forces:R:3
C -0.332028 -1.323065 -0.982317 0.15 -0.01 -0.40
C -0.805986 -1.029013 -2.407216 0.51 -1.43 0.04
C -0.279227 -2.061099 -3.392560 0.24 -0.05 -0.32
O 0.249668 -1.696092 -4.526296 -0.08 0.09 -0.18
N -0.947887 -0.428237 0.013864 1.24 -1.37 1.06
C -0.037814 -0.225727 1.147844 -0.77 2.46 0.77
O 0.774318 0.911431 1.065028 -0.18 -0.52 -0.42
H 0.765461 -1.366249 -0.947484 0.10 0.98 -0.14
H -0.490818 -2.377082 -0.703775 -0.90 0.13 -0.07
H -0.366777 -0.097335 -2.762017 -0.32 0.30 0.13
H -1.912751 -0.997508 -2.373335 0.03 0.38 -0.09
H -0.428326 -3.146191 -3.227394 -0.27 0.17 0.34
H -1.178352 0.505376 -0.296759 0.24 -0.10 -0.64
H -0.718003 0.033292 1.994986 0.26 -0.18 0.17
H 0.575087 -1.061701 1.480758 -0.28 -0.76 -0.58
H -1.787927 -0.809170 2.451752 -0.22 -0.50 0.19
H -1.788306 -1.787998 3.658861 0.34 0.04 0.00
O -2.357844 -1.372408 3.014152 -0.55 0.08 -0.02
H 3.711316 0.719472 0.979325 -0.05 0.09 -0.06
H 2.191613 0.341509 1.136441 0.39 0.08 -0.39
O 3.140585 -0.048737 1.035550 -0.07 -0.12 0.39
H 0.208024 3.410743 -0.312572 0.03 0.16 -0.11
H 1.110547 2.252358 -0.241416 0.02 -0.20 -0.44
O 0.959389 3.047911 -0.801334 0.04 -0.05 0.34
H 0.442572 3.368295 1.967332 0.17 -0.21 -0.01
H -0.264546 2.148661 1.334763 0.79 0.60 0.64
O -0.431989 3.088556 1.693822 -0.89 -0.06 -0.19
```
Forces are in eV/Å.

Output
spin multiplicity	2
F_max	2.69	eV/A
highest occupied orbital energy (alpha / beta)	3.0 / -0.4	eV
net charge	-2
frontier orbital gap (alpha / beta)	2.6 / 5.9	eV
E_tot	-18179.8822	eV

How positive or negative is each atom? The Mulliken charges in e answer that: -0.59 -0.29 -0.52 -0.82 -0.27 -0.62 -1.06 0.24 0.27 0.16 0.24 0.36 0.27 0.16 0.58 0.41 0.30 -0.73 0.25 0.49 -0.76 0.36 0.44 -0.72 0.29 0.34 -0.79